[1]
{"formula": "C16H40O16", "method": "ωB97M-V with the def2-TZVPD basis set", "spin_multiplicity": 1, "smiles": "C[C@H]1COC(=O)O1.C[C@H]1COC(=O)O1.C[C@H]1COC(=O)O1.CO.CO.CO.CO.O.O.O", "gap_ev": 10.41, "symbols": ["C", "C", "C", "O", "C", "O", "O", "H", "H", "H", "H", "H", "H", "C", "C", "C", "O", "C", "O", "O", "H", "H", "H", "H", "H", "H", "C", "C", "C", "O", "C", "O", "O", "H", "H", "H", "H", "H", "H", "C", "O", "H", "H", "H", "H", "C", "O", "H", "H", "H", "H", "C", "O", "H", "H", "H", "H", "C", "O", "H", "H", "H", "H", "O", "H", "H", "O", "H", "H", "O", "H", "H"], "positions_angstrom": [[-1.55467, 6.77052, -0.50390], [-1.50115, 6.27184, 0.94835], [-2.81129, 6.37235, 1.77761], [-3.04441, 5.03707, 2.10592], [-2.16576, 4.21529, 1.56560], [-2.09479, 3.03512, 1.71711], [-1.28603, 4.90624, 0.85926], [-1.93578, 7.79110, -0.53979], [-2.30011, 6.24410, -1.09999], [-0.58144, 6.73928, -0.99374], [-0.74517, 6.70480, 1.60345], [-3.61119, 6.75353, 1.14280], [-2.71185, 6.91220, 2.71930], [-1.78065, -5.25091, 3.86767], [-2.88723, -6.14449, 4.43242], [-2.42194, -7.57603, 4.71769], [-2.66074, -7.65860, 6.10915], [-3.13016, -6.53361, 6.65250], [-3.33911, -6.34820, 7.83937], [-3.32378, -5.64355, 5.68456], [-1.60805, -5.47493, 2.81500], [-0.82481, -5.43051, 4.35983], [-2.08968, -4.22994, 4.09175], [-3.72961, -6.13923, 3.74069], [-1.35809, -7.66244, 4.49667], [-2.96548, -8.36650, 4.20016], [2.61404, 2.14319, 5.78411], [3.78000, 2.61253, 5.01554], [3.79306, 1.94575, 3.60558], [4.06361, 3.12247, 2.81963], [4.05490, 4.22705, 3.52682], [4.14618, 5.32188, 3.02830], [3.83216, 4.01025, 4.79896], [1.66809, 2.52376, 5.39884], [2.65059, 2.56559, 6.78828], [2.57821, 1.05590, 5.85185], [4.71841, 2.30577, 5.47749], [2.81812, 1.51615, 3.37527], [4.62531, 1.24387, 3.55261], [0.54224, -0.68885, -2.05900], [-0.30928, -1.51088, -1.32669], [1.39350, -0.39889, -1.44305], [0.93837, -1.24605, -2.90796], [0.06738, 0.23091, -2.40049], [-0.52492, -0.95835, -0.57183], [2.92783, -6.36315, -1.68326], [4.21188, -5.91256, -1.48665], [2.30040, -5.48143, -1.81365], [2.82126, -6.92738, -2.60975], [2.73865, -6.88388, -0.74456], [4.72448, -6.72004, -1.40402], [2.72471, 1.46097, -7.60660], [3.55438, 0.71258, -8.44049], [3.24183, 1.86620, -6.73684], [2.46307, 2.35036, -8.17986], [1.79018, 0.94305, -7.39091], [3.71640, -0.09280, -7.94378], [-3.11740, 4.40688, -6.31685], [-3.41065, 3.68422, -5.18080], [-2.55720, 5.32181, -6.12402], [-2.53556, 3.82299, -7.03003], [-4.02656, 4.74935, -6.81104], [-4.23288, 4.02693, -4.82290], [-3.99865, -1.08178, -5.67295], [-4.40894, -1.42281, -4.87821], [-3.62482, -0.24127, -5.40833], [5.81549, -1.97934, -3.19014], [6.41899, -1.45339, -2.66535], [5.61803, -2.73783, -2.64065], [-4.37545, -3.60355, -2.05143], [-4.22678, -4.54744, -1.99495], [-3.53969, -3.21324, -1.79568]]}

[2]
{"formula": "C16H41CaO8", "method": "ωB97M-V with the def2-TZVPD basis set", "spin_multiplicity": 1, "total_charge": 1, "gap_ev": 4.07, "symbols": ["Ca", "O", "C", "O", "O", "H", "C", "C", "C", "O", "H", "H", "H", "H", "H", "H", "H", "H", "C", "C", "C", "O", "H", "H", "H", "H", "H", "H", "H", "H", "C", "C", "C", "O", "H", "H", "H", "H", "H", "H", "H", "H", "C", "C", "C", "O", "H", "H", "H", "H", "H", "H", "H", "H", "C", "C", "C", "O", "H", "H", "H", "H", "H", "H", "H", "H"], "positions_angstrom": [[-2.31265, 0.41818, 0.28020], [2.99147, -1.05385, 0.53672], [1.70439, -0.77242, 0.43044], [0.88469, -1.28945, -0.33341], [1.33879, 0.13916, 1.18467], [2.92370, -0.39781, 1.23429], [-4.17922, -2.58484, -4.81326], [-3.04609, -1.97691, -4.06722], [-2.16561, -1.02359, -4.96895], [-3.61818, -1.06902, -3.06605], [-3.85879, -3.31931, -5.55216], [-4.70412, -1.85319, -5.42748], [-4.93359, -3.09324, -4.21281], [-2.36755, -2.72697, -3.66091], [-2.80093, -0.28677, -5.46046], [-1.79219, -1.59447, -5.81910], [-1.24339, -0.65876, -4.51670], [-4.40411, -0.67742, -3.45407], [-1.22186, -1.46167, 8.40344], [-1.07560, -0.42880, 7.36901], [-0.20121, -0.68703, 6.13703], [-2.32434, -0.02885, 6.91656], [-0.23140, -1.70049, 8.79081], [-1.61651, -2.29816, 7.82669], [-1.82592, -1.19065, 9.26931], [-0.63397, 0.42350, 7.88540], [-0.61229, -1.52983, 5.58134], [0.84966, -0.88722, 6.34601], [-0.17731, 0.19343, 5.49491], [-2.75751, -0.72685, 6.41980], [0.26153, 4.33334, -3.47232], [0.24616, 3.95170, -1.95828], [0.20893, 5.15078, -1.01463], [-0.89921, 3.14323, -1.92001], [1.07364, 4.98408, -3.79651], [-0.58679, 4.99656, -3.64138], [0.27800, 3.46633, -4.13273], [1.09607, 3.28769, -1.80060], [0.00094, 4.94173, 0.03472], [-0.57426, 5.90256, -1.11235], [1.07251, 5.81105, -1.09435], [-1.50744, 3.40436, -2.61532], [-2.43923, -4.87667, 2.61697], [-3.07735, -4.12524, 1.48215], [-4.22083, -4.95163, 0.98627], [-3.42043, -2.80685, 1.80982], [-2.16510, -5.91854, 2.45128], [-3.16566, -4.88658, 3.42956], [-1.56566, -4.41935, 3.08156], [-2.34022, -4.19835, 0.68254], [-4.73048, -4.52300, 0.12335], [-5.00331, -5.10777, 1.72887], [-3.81061, -5.87663, 0.58109], [-4.10992, -2.89940, 2.47137], [6.40197, 3.88424, -3.31278], [7.36905, 3.07933, -2.45891], [6.69251, 2.21174, -1.30375], [8.33016, 2.42014, -3.24075], [5.99328, 4.74161, -2.77800], [5.58283, 3.25494, -3.66079], [6.91352, 4.23535, -4.20896], [8.06112, 3.71198, -1.90312], [5.84742, 2.75179, -0.87684], [7.46210, 2.07325, -0.54438], [6.25714, 1.29094, -1.69194], [7.87927, 1.70459, -3.69491]]}

[3]
{"formula": "C16H41ClN3O10V", "method": "ωB97M-V with the def2-TZVPD basis set", "spin_multiplicity": 2, "s2": 0.776, "total_charge": 1, "gap_ev": [8.12, 8.67], "symbols": ["O", "V", "Cl", "O", "O", "O", "O", "C", "O", "C", "C", "N", "C", "C", "O", "C", "H", "H", "H", "H", "H", "H", "H", "H", "H", "H", "H", "H", "H", "H", "H", "C", "O", "C", "C", "N", "C", "C", "O", "C", "H", "H", "H", "H", "H", "H", "H", "H", "H", "H", "H", "H", "H", "H", "H", "C", "C", "C", "O", "C", "N", "H", "H", "H", "H", "H", "H", "H", "H", "H", "H", "H"], "positions_angstrom": [[-0.44537, 1.35628, 0.56413], [-0.54814, 0.41727, -0.64689], [2.26084, 2.23036, -2.72315], [1.48162, 2.37440, -3.91228], [1.41133, 1.66398, -1.69830], [3.37839, 1.32220, -2.96736], [2.77424, 3.46830, -2.24168], [-4.07215, 1.35326, -0.29012], [-2.96352, 0.52711, -0.00916], [-3.29128, -0.58243, 0.79607], [-2.39187, -1.79291, 0.54729], [-0.99437, -1.36454, 0.57704], [-0.05290, -2.43100, 0.25288], [1.35660, -2.01796, 0.65676], [1.43841, -0.64936, 0.28492], [2.68130, -0.03791, 0.61353], [-4.77674, 0.83511, -0.95494], [-3.85763, 2.30385, -0.76946], [-4.66483, 1.52442, 0.61271], [-4.29824, -0.97329, 0.60288], [-3.34217, -0.34209, 1.86230], [-2.61490, -2.26077, -0.41603], [-2.63341, -2.55366, 1.29544], [-0.80575, -1.09037, 1.55367], [-0.05122, -2.68833, -0.80624], [-0.29097, -3.35141, 0.79918], [2.14729, -2.59606, 0.17906], [1.39159, -2.12505, 1.74533], [3.37414, -0.25072, -0.21278], [3.21114, -0.43032, 1.48173], [2.62617, 1.04593, 0.63947], [-1.41818, 3.35718, -2.08044], [-1.37075, 1.93682, -1.97083], [-1.87736, 1.34973, -3.18866], [-2.00630, -0.16789, -3.02739], [-0.74482, -0.75597, -2.49725], [0.30088, -0.79519, -3.55730], [1.54969, -1.54415, -3.11077], [1.12774, -2.87509, -2.78822], [2.30507, -3.67801, -2.68912], [-0.99277, 3.82671, -1.19704], [-2.40457, 3.78418, -2.27306], [-0.79011, 3.67565, -2.91739], [-1.18495, 1.59384, -4.00029], [-2.80387, 1.84817, -3.48106], [-2.21245, -0.59900, -4.01131], [-2.77595, -0.54863, -2.35441], [-0.96828, -1.74794, -2.41979], [0.53157, 0.16931, -4.00937], [-0.08411, -1.37767, -4.40446], [1.98719, -1.05183, -2.23524], [2.28899, -1.44337, -3.90724], [2.85883, -3.81040, -3.62135], [1.95060, -4.67187, -2.40880], [3.03199, -3.33867, -1.94648], [-1.19012, 1.27833, 4.82615], [-0.02061, 1.03072, 3.87353], [1.36705, 1.06505, 4.54430], [2.40694, 1.22483, 3.62958], [3.69746, 0.96533, 4.13114], [-0.25457, -0.26176, 3.19905], [-1.17275, 0.44602, 5.53741], [-2.14274, 1.17050, 4.30666], [-1.11062, 2.25223, 5.30243], [0.03322, 1.84805, 3.14764], [1.48953, 0.13825, 5.12784], [1.38385, 1.84958, 5.31086], [3.74720, -0.06871, 4.49686], [3.99189, 1.68776, 4.89255], [4.39463, 0.96307, 3.29383], [-0.95001, -0.80437, 3.70804], [0.59398, -0.80512, 3.35342]]}

[4]
{"formula": "C16H41CuO15S4", "method": "ωB97M-V with the def2-TZVPD basis set", "spin_multiplicity": 2, "s2": 0.761, "total_charge": -1, "gap_ev": [4.13, 3.95], "symbols": ["Cu", "C", "C", "O", "H", "H", "H", "H", "H", "O", "C", "C", "O", "H", "H", "H", "H", "O", "S", "O", "O", "C", "C", "C", "H", "H", "H", "H", "H", "H", "H", "H", "O", "S", "O", "O", "C", "C", "C", "H", "H", "H", "H", "H", "H", "H", "H", "O", "S", "O", "O", "C", "C", "C", "H", "H", "H", "H", "H", "H", "H", "H", "O", "S", "O", "O", "C", "C", "C", "H", "H", "H", "H", "H", "H", "H", "H"], "positions_angstrom": [[-7.31981, -15.76858, -4.45770], [-8.66490, -18.16975, -8.02929], [-8.73089, -16.67193, -7.60268], [-7.98752, -16.36647, -6.49418], [-8.87351, -18.35014, -9.08382], [-9.39844, -18.79010, -7.51434], [-7.73476, -18.68919, -7.79879], [-9.78077, -16.38309, -7.55352], [-8.29730, -16.09766, -8.42141], [-6.94976, -19.83674, -1.19432], [-7.98019, -19.69882, -2.16805], [-8.29769, -18.26147, -2.77842], [-7.18421, -17.35961, -2.88960], [-8.86990, -20.10566, -1.68743], [-7.75494, -20.34186, -3.01885], [-9.03191, -17.75562, -2.15142], [-8.81215, -18.20973, -3.73798], [-6.77777, -13.71778, -5.22767], [-6.39279, -12.61917, -6.06800], [-6.09041, -12.72875, -7.49569], [-7.50552, -11.41678, -5.84739], [-7.20730, -10.16708, -6.45844], [-8.51963, -9.43263, -6.50783], [-4.87734, -11.91229, -5.25997], [-6.73569, -10.20855, -7.44025], [-6.53887, -9.58986, -5.81961], [-8.37797, -8.66582, -7.26943], [-8.71017, -9.03070, -5.51272], [-9.32715, -10.04943, -6.90226], [-4.10123, -12.67628, -5.21430], [-5.21274, -11.62638, -4.26304], [-4.58113, -11.04635, -5.85199], [-11.31014, -13.92724, -3.03758], [-10.84148, -14.74782, -4.15090], [-9.51578, -15.38008, -4.14412], [-11.99112, -15.95983, -4.34671], [-11.83747, -16.87381, -5.41627], [-12.95928, -17.80554, -5.35911], [-11.08565, -13.76535, -5.71036], [-10.89707, -17.42140, -5.35380], [-11.87114, -16.37450, -6.38459], [-12.81678, -18.26981, -4.38328], [-12.97117, -18.63836, -6.06223], [-13.88530, -17.25405, -5.19651], [-10.89419, -14.51248, -6.48058], [-10.15630, -13.19603, -5.72680], [-11.98922, -13.18817, -5.90668], [-7.08385, -14.16939, -2.70588], [-7.45712, -12.98615, -1.87450], [-6.42143, -12.14979, -1.37578], [-8.42700, -12.05650, -2.89290], [-8.61568, -10.69839, -2.64050], [-10.04259, -10.32437, -3.02940], [-8.72772, -13.40493, -0.67150], [-8.03082, -10.16277, -3.38827], [-8.36832, -10.38431, -1.62647], [-10.74519, -10.87498, -2.40388], [-10.25727, -10.60080, -4.06167], [-10.34680, -9.30259, -2.80241], [-8.32527, -14.17118, -0.00893], [-9.67831, -13.62475, -1.15746], [-8.76691, -12.49571, -0.07160], [-5.24231, -15.98700, -5.27049], [-4.25345, -15.94348, -6.32461], [-3.43052, -14.72015, -6.56909], [-3.35660, -17.33222, -6.12855], [-2.10834, -17.37269, -5.37961], [-0.95285, -16.84761, -6.25041], [-5.04168, -16.43827, -7.90805], [-1.95244, -18.42971, -5.16395], [-2.34492, -17.00097, -4.38264], [-0.05248, -16.74410, -5.64484], [-1.17723, -15.83679, -6.59099], [-0.86954, -17.49194, -7.12562], [-5.80886, -15.74762, -8.25810], [-5.33740, -17.48101, -7.79253], [-4.22170, -16.45919, -8.62589]]}

Calculated ΔE to the lowest compared entry with this formula, charge and spin in order - 0.0; 605.0; 0.0; 288.8 kJ/mol
Calculated M in order - 488.48; 401.57; 521.91; 665.30 g mol⁻¹